Density functional theory data (ωB97M-V/def2-TZVPD) for a molecular structure, C29H50F3N8O9SV in a non-equilibrium geometry.

Results
net charge: 0
2S+1: 3
F_max: 2.8 eV/Å
Kohn-Sham gap (alpha / beta): 6.8 / 7.4 eV
ΔE to the lowest compared entry with this formula, charge and spin: 0.9565 eV

```
101
Properties=species:S:1:pos:R:3:forces:R:3
V 2.990 1.852 -0.184 -0.6 0.0 -1.3
S 0.889 0.003 -0.174 -0.2 2.7 -0.1
F -0.388 -1.614 -1.842 -0.3 0.0 0.1
F 0.951 -2.635 -0.458 -0.3 -0.1 0.2
F 1.741 -1.501 -2.109 0.0 -0.1 -0.1
O 1.221 1.123 -1.087 -1.3 0.4 -1.5
O 4.614 2.231 -1.608 -0.1 2.1 0.1
O 2.354 3.853 -0.777 0.5 0.3 -1.5
O 1.315 5.285 0.497 -0.3 -0.9 0.4
O 5.335 0.828 -3.106 -0.4 0.0 0.1
O 3.903 0.306 -1.522 -0.7 -0.8 -0.3
O 2.168 0.036 0.557 0.8 -1.5 1.9
O 1.810 3.184 1.063 -0.7 -0.3 2.0
O -0.323 0.178 0.578 0.8 -1.0 -0.5
N -0.318 1.148 4.292 0.3 0.2 0.6
N -3.789 0.423 -5.933 -0.1 -0.3 0.3
N 1.743 4.193 0.290 1.8 -1.3 -1.1
N -3.242 -1.926 1.448 0.3 0.8 -0.2
N -2.918 2.363 -2.957 1.0 0.3 0.7
N -0.957 -6.923 -3.472 0.2 1.0 0.6
N 4.531 1.811 1.335 2.0 -0.5 -0.2
N 4.641 1.104 -2.174 0.0 -0.5 1.2
C -2.637 3.572 -3.534 -0.6 0.3 -0.7
C 6.316 0.127 2.259 0.5 0.7 0.2
C -1.897 4.339 -2.677 -0.3 -0.2 0.4
C -3.444 -0.498 1.107 -0.8 -1.2 0.0
C -0.594 -5.960 -1.479 -2.2 -0.5 -0.5
C -3.844 -0.436 -3.880 -0.6 -0.6 -0.9
C 5.056 4.309 1.076 -0.3 0.5 0.0
C 0.476 3.080 5.021 0.5 0.0 0.0
C -2.261 2.342 -1.745 -0.8 -0.9 0.2
C 0.353 1.740 5.343 -0.5 0.1 -0.5
C -3.281 -3.199 -0.759 -0.3 1.1 0.0
C 0.341 -5.457 -2.404 0.9 -0.4 0.8
C -3.776 0.316 2.338 0.4 0.5 0.2
C -2.621 -0.794 -4.509 0.4 -0.2 0.0
C 3.096 0.813 3.234 -0.5 0.2 0.1
C -0.589 2.076 3.348 -0.3 -0.3 -0.9
C 0.145 -6.125 -3.572 0.2 0.5 -1.3
C 0.767 -1.571 -1.215 1.0 0.8 0.0
C 5.557 2.877 1.095 0.3 0.9 -0.1
C -2.597 -0.255 -5.764 -0.6 0.6 -0.3
C -4.456 -2.590 1.876 -0.4 0.7 0.4
C -1.480 -6.745 -2.214 0.6 -0.9 0.1
C 5.316 0.543 1.179 -1.2 -2.2 0.1
C -1.660 3.540 -1.526 0.2 0.4 0.0
C -2.505 -2.657 0.427 1.1 -0.7 0.4
C 4.052 1.892 2.744 -0.9 1.1 0.1
C -4.207 -3.909 2.572 0.1 -0.4 0.1
C -0.086 3.288 3.731 -0.5 -0.4 0.3
C -4.560 0.269 -4.828 -0.2 -0.1 0.4
H -3.709 -2.321 -1.259 -0.4 -0.2 0.0
H -0.201 4.198 3.169 0.2 0.1 0.1
H 3.428 -0.205 3.043 0.0 0.0 0.0
H -3.083 0.092 3.152 0.1 0.0 -0.1
H -1.136 3.864 -0.641 0.0 -0.2 0.0
H -0.771 -5.785 -0.430 0.3 0.4 0.0
H 5.914 0.112 3.272 -0.2 0.2 -0.1
H 4.898 2.010 3.423 0.2 -0.1 -0.2
H -4.985 -1.965 2.604 0.5 0.1 0.1
H -2.653 -3.643 -1.530 0.1 -0.5 0.3
H 1.143 -4.777 -2.168 0.1 0.0 -0.2
H -1.873 -0.256 -6.560 0.2 -0.1 0.1
H 6.680 -0.887 2.100 -0.1 0.0 -0.4
H -4.251 -0.845 -2.971 0.1 0.2 0.2
H 7.191 0.781 2.247 0.0 -0.1 0.2
H -5.220 -2.598 1.079 0.2 -0.7 -0.3
H 4.567 -0.256 1.172 -0.1 0.1 0.0
H 5.765 0.426 0.194 0.1 0.7 0.0
H -1.676 -2.056 0.059 -0.3 0.4 0.2
H 2.086 0.950 2.849 0.1 -0.1 -0.5
H -2.354 1.463 -1.123 0.1 0.1 0.0
H -1.119 1.732 2.473 0.1 0.4 -0.1
H -3.011 3.837 -4.512 -0.1 -0.1 0.1
H -2.373 -7.310 -1.989 0.1 0.2 0.5
H -3.695 1.382 2.116 -0.1 0.0 0.0
H -0.572 0.182 4.191 0.0 -0.1 0.2
H -4.176 0.901 -6.726 0.6 -0.1 -0.3
H 3.525 2.849 2.742 -0.1 -0.1 0.5
H 6.087 2.684 0.163 -0.4 -0.2 -0.1
H 2.897 0.920 4.302 0.6 0.1 0.1
H -3.405 1.546 -3.324 0.3 0.6 -0.2
H -3.573 -3.781 3.452 -0.1 0.3 0.0
H 4.289 4.501 1.829 0.2 0.0 0.1
H 0.653 -5.984 -4.516 0.0 -0.2 0.1
H -5.576 0.629 -4.859 0.0 0.1 0.3
H -5.159 -4.315 2.918 0.1 -0.2 -0.1
H 0.966 3.858 5.584 0.0 -0.2 0.3
H -1.843 -1.422 -4.110 0.0 0.1 0.1
H -1.966 -3.458 0.951 -0.2 -0.3 -0.1
H 0.607 1.138 6.198 0.2 0.2 0.1
H 6.360 2.836 1.836 -0.4 -0.4 0.4
H -4.779 0.143 2.727 0.0 -0.1 -0.2
H -1.409 -7.365 -4.248 -0.1 -0.1 0.0
H 5.904 4.966 1.277 -0.1 0.0 0.2
H -4.299 -0.414 0.417 0.0 0.2 -0.2
H -1.683 5.391 -2.758 0.2 -0.1 -0.3
H 4.657 4.665 0.123 -0.1 -0.4 -0.1
H -2.554 -0.169 0.573 -0.1 0.2 0.3
H -4.089 -3.832 -0.398 0.0 -0.3 -0.5
H -3.671 -4.659 1.987 -0.3 0.0 -0.3
```
Forces are in eV/Å.


Density functional theory data (ωB97M-V/def2-TZVPD) for 7 unconnected molecules or ions with the total composition C29H50F8NO14PS6 in a non-equilibrium geometry.

Results
net charge: 0
2S+1: 1
F_max: 6.6 eV/Å
SMILES: O=C(F)NC(=O)PC(F)(F)C(F)(F)C(F)(F)F.O=S1(=O)CCCC1.O=S1(=O)CCCC1.O=S1(=O)CCCC1.O=S1(=O)CCCC1.O=S1(=O)CCCC1.O=S1(=O)CCCC1
Kohn-Sham gap: 9.3 eV

```
109
Properties=species:S:1:pos:R:3:forces:R:3
S 5.478 2.796 5.484 -0.1 0.2 0.2
S -5.555 -0.271 -0.747 0.1 -0.2 -0.1
S 4.315 -0.420 1.716 -0.4 -0.1 0.3
S -0.433 3.701 -0.326 0.1 0.1 -0.3
S -5.230 -0.074 -7.459 -0.1 -0.2 -0.2
S -0.494 -3.620 4.416 0.2 -0.2 0.1
P 4.153 1.454 -2.657 -0.1 0.7 -0.5
F 0.072 -1.315 -4.990 2.0 0.3 3.3
F 1.641 -2.512 -3.844 -2.0 3.7 0.3
F 1.060 1.158 -4.255 2.1 -2.8 1.1
F 7.148 -1.891 -2.724 -3.0 1.0 -2.1
F 2.977 -0.956 -1.842 -1.0 2.4 -2.0
F 1.701 0.948 -1.675 2.1 -1.4 -2.0
F 2.746 -0.169 -5.050 -1.8 0.4 3.0
F 0.100 -1.239 -2.636 2.3 0.0 -3.6
O 5.216 -1.534 1.522 0.1 0.4 -0.3
O -0.828 -2.944 5.649 0.3 0.0 -0.3
O 4.508 0.853 1.053 0.4 -0.1 -0.3
O 0.458 2.790 0.356 0.0 0.3 -0.2
O 0.054 4.779 -1.159 0.2 -0.3 0.3
O -5.051 1.159 -8.191 -0.3 -0.3 0.1
O -5.900 0.399 0.486 0.3 0.0 -0.2
O 4.991 -2.638 -3.201 4.9 4.4 -0.7
O 4.069 3.104 5.595 0.2 -0.4 -0.2
O -4.229 -0.197 -1.321 -0.1 0.2 0.3
O 0.828 -3.555 3.835 -0.6 -0.3 0.7
O 6.678 1.374 -3.650 -5.0 -2.3 0.1
O -6.467 -0.821 -7.498 0.1 0.4 -0.1
O 5.955 1.579 4.867 -0.1 0.4 0.3
N 5.604 -0.619 -4.305 1.9 -0.2 1.6
C 7.185 4.803 5.845 0.1 0.2 0.1
C 2.653 -0.461 3.789 -0.2 0.0 0.0
C 5.599 0.688 -3.600 4.9 1.1 0.4
C -3.525 -0.662 -5.504 0.2 -0.1 0.2
C -2.801 -0.823 -6.842 0.2 0.1 0.0
C -2.755 2.498 -0.278 -0.1 0.0 0.1
C 6.229 2.946 7.095 0.3 0.0 0.4
C 5.872 -1.755 -3.389 -3.7 -4.1 1.3
C -0.979 -5.331 4.560 -0.2 -0.5 0.1
C 2.171 -1.490 2.765 0.3 0.2 -0.1
C -3.881 -1.170 -7.858 0.4 -0.2 -0.1
C -1.616 2.744 -1.257 -0.3 -0.3 -0.2
C -1.706 -3.175 3.176 -0.4 0.2 -0.5
C -2.974 3.827 0.447 -0.2 0.0 0.0
C -6.030 -1.985 -0.612 -0.2 -0.5 0.1
C -6.762 0.171 -1.992 -0.4 0.2 -0.4
C 2.664 0.284 -2.538 -0.6 -0.8 2.3
C 0.915 -1.271 -3.822 -1.1 -2.2 -0.5
C 2.649 -0.980 1.412 -0.4 -0.1 -0.1
C -7.512 -1.117 -2.336 -0.1 -0.1 -0.2
C -2.466 -4.460 2.842 -0.1 -0.1 -0.2
C 7.532 3.689 6.835 0.2 0.0 0.0
C 1.891 0.019 -3.923 -0.9 0.4 -1.6
C -1.599 4.355 0.863 -0.4 0.3 0.4
C 4.116 -0.146 3.471 -0.3 0.1 0.4
C -7.473 -2.015 -1.099 -0.2 0.0 0.1
C 6.328 4.183 4.740 0.3 0.5 -0.3
C -2.424 -5.354 4.082 -0.2 0.0 0.1
C -4.762 0.203 -5.754 0.2 0.1 0.6
H -8.137 -1.612 -0.327 0.1 -0.1 0.0
H 6.944 3.803 3.922 -0.2 -0.1 0.1
H -2.317 0.121 -7.116 0.0 -0.1 0.0
H -7.014 -1.622 -3.170 -0.1 0.0 0.1
H -5.590 -0.080 -5.102 0.0 0.1 -0.2
H 7.959 4.086 7.759 0.0 -0.1 -0.1
H -2.879 -0.214 -4.745 -0.1 -0.1 0.0
H -1.947 3.354 -2.101 0.1 0.0 0.1
H -3.832 -1.646 -5.135 0.0 0.1 0.0
H 2.542 -0.828 4.813 0.0 0.0 -0.1
H -4.539 1.265 -5.633 -0.1 -0.1 -0.1
H 6.435 -0.590 -4.942 -0.8 0.3 0.6
H -6.249 0.583 -2.863 0.1 0.1 0.2
H 5.594 4.892 4.354 0.0 -0.3 0.0
H -0.336 -5.916 3.899 0.0 0.1 0.1
H -3.451 4.539 -0.234 0.1 -0.1 0.1
H -3.657 2.162 -0.791 0.2 0.0 0.1
H -5.380 -2.564 -1.272 0.0 0.1 0.1
H 4.586 1.620 -1.278 -0.2 -0.9 -0.9
H 2.061 -0.118 1.087 0.1 0.0 0.0
H 5.558 3.536 7.723 0.0 -0.1 -0.1
H -3.566 -1.014 -8.890 -0.2 0.1 0.0
H 1.089 -1.608 2.789 0.3 0.1 -0.1
H -2.366 -2.419 3.605 0.2 0.0 0.1
H 8.267 3.012 6.386 -0.1 0.0 0.1
H 2.622 -2.462 2.979 -0.1 0.2 -0.1
H -3.630 3.711 1.313 0.1 0.0 -0.1
H -3.492 -4.242 2.535 0.1 0.0 0.0
H 2.649 -1.748 0.639 0.2 0.1 0.0
H -0.861 -5.665 5.591 0.1 0.2 -0.1
H -5.916 -2.323 0.418 0.1 0.2 0.0
H -7.798 -3.033 -1.326 0.0 0.1 0.0
H 2.052 0.450 3.700 0.1 -0.1 0.0
H -8.537 -0.904 -2.648 0.1 0.0 0.0
H 4.364 0.886 3.706 0.1 -0.3 -0.2
H -7.429 0.922 -1.564 0.2 0.0 0.1
H -1.152 1.825 -1.616 0.1 0.1 0.0
H 4.794 -0.820 3.998 0.0 0.1 -0.2
H -2.469 1.726 0.443 -0.1 0.0 -0.1
H -2.757 -6.371 3.861 0.0 0.1 0.0
H -1.312 3.992 1.852 0.1 0.0 -0.2
H -1.195 -2.770 2.301 0.1 0.1 0.2
H 8.081 5.271 5.433 -0.1 0.0 0.0
H -2.031 -1.596 -6.794 -0.1 0.1 0.0
H -3.082 -4.944 4.856 0.1 -0.1 0.0
H 6.377 1.957 7.530 -0.2 0.0 -0.1
H -4.233 -2.196 -7.723 -0.1 0.1 0.0
H 6.614 5.583 6.360 0.0 -0.1 0.0
H -1.975 -4.972 2.007 0.0 0.0 0.1
H -1.563 5.445 0.843 0.2 -0.1 0.0
```
Forces are in eV/Å.


Density functional theory data (ωB97M-V/def2-TZVPD) for a molecular structure, C29H50FN6O4SSr in a non-equilibrium geometry.

Results
net charge: +1
2S+1: 1
F_max: 2.4 eV/Å
Kohn-Sham gap (alpha / beta): 1.6 / 5.8 eV
ΔE to the lowest compared entry with this formula, charge and spin: 1.3359 eV

```
92
Properties=species:S:1:pos:R:3:forces:R:3
Sr -0.058 0.027 -0.694 -0.4 0.5 0.1
S -0.523 -2.880 -2.260 0.2 -0.7 -0.4
F 4.312 0.471 -6.333 0.1 -0.1 0.9
O -1.392 -1.980 -1.425 -0.1 0.5 0.4
O 1.908 -0.498 -2.035 1.9 0.3 0.7
O 2.573 -1.327 1.538 0.2 0.3 -0.5
O 1.814 0.660 0.853 0.2 -0.3 -0.4
N -0.433 -1.327 1.900 0.3 -0.1 -0.1
N 8.286 1.472 -8.166 -0.4 -0.3 2.0
N -0.566 1.633 1.946 0.1 -0.1 0.1
N 6.981 0.911 -5.727 -0.2 -0.2 0.9
N -2.944 0.355 1.443 0.0 0.0 -0.1
N 5.878 -0.021 -1.049 -1.0 0.0 0.4
C 8.484 0.148 -7.474 -0.2 0.6 0.2
C 3.605 -0.286 -0.348 -0.5 0.0 -0.6
C -3.059 0.253 2.910 0.0 0.0 0.0
C 6.015 0.584 -4.717 1.3 -0.1 1.3
C 7.974 2.572 -7.184 0.0 -0.6 0.0
C -2.415 -1.044 3.395 0.0 0.0 0.0
C -2.408 4.523 -1.326 0.0 0.0 0.0
C 7.237 -0.162 -6.669 0.0 -0.4 -0.4
C -0.959 2.531 -0.798 0.2 -0.2 -0.2
C 3.735 0.065 -4.077 0.4 0.1 0.7
C -0.256 0.160 3.882 0.1 0.0 0.0
C 5.501 0.138 -2.378 -1.0 -0.3 0.8
C -3.130 2.240 -2.024 0.1 0.0 0.0
C -0.876 1.468 3.399 0.0 0.1 0.0
C -2.394 1.468 3.566 0.0 0.1 -0.1
C 4.922 -0.187 -0.074 1.2 0.2 -1.1
C 3.149 -0.287 -1.716 -2.2 -0.4 0.8
C 6.424 0.449 -3.367 -0.1 0.3 -1.8
C 4.124 -0.036 -2.710 1.1 0.2 -1.6
C -1.568 -4.268 -2.694 0.1 0.0 0.0
C 7.664 1.594 -0.444 -0.1 0.0 0.0
C -0.889 -1.097 3.288 -0.1 -0.1 0.1
C 0.524 -3.727 -1.079 0.0 -0.1 -0.1
C -1.915 3.147 -1.800 -0.1 0.1 0.1
C 6.738 2.169 -6.405 -0.2 0.5 -0.4
C 4.683 0.367 -5.018 -1.1 -0.1 -0.8
C 7.262 0.136 -0.634 0.6 0.1 0.1
C 2.615 -0.342 0.783 -0.8 -0.3 0.8
C -1.187 3.329 -3.144 0.0 0.0 0.0
H 6.518 2.936 -5.666 0.0 0.1 0.1
H 5.878 2.125 -7.095 0.1 0.0 0.1
H 1.010 -4.562 -1.585 0.1 0.0 0.1
H -1.262 1.035 1.463 -0.3 -0.1 -0.1
H -3.821 2.655 -2.763 0.0 0.0 0.0
H -2.682 -1.176 4.447 0.0 0.0 0.0
H -1.987 -4.718 -1.795 0.0 0.0 0.0
H 2.699 -0.077 -4.346 0.0 0.0 0.0
H 7.384 -0.409 0.301 0.0 0.0 0.0
H 6.391 -0.332 -7.357 0.1 0.1 0.1
H -2.815 2.390 3.153 0.0 0.0 0.0
H 0.820 0.158 3.684 0.0 0.0 0.0
H 9.106 1.710 -8.721 1.2 0.4 -0.9
H -1.569 5.215 -1.220 0.0 0.0 0.0
H 7.042 2.057 0.323 0.0 0.0 0.0
H 8.684 -0.601 -8.237 0.0 0.0 -0.1
H 9.349 0.262 -6.823 0.0 -0.1 -0.1
H 0.584 -1.485 1.934 -0.1 0.0 0.0
H -0.808 2.370 -3.510 0.0 0.0 0.0
H -2.361 -3.879 -3.329 0.0 0.0 0.0
H -3.242 -0.505 0.997 -0.1 0.0 0.0
H -0.558 -1.930 3.916 0.0 0.0 0.0
H -0.430 2.300 3.941 0.0 0.0 0.0
H -3.123 4.957 -2.033 0.0 0.0 0.0
H 7.398 -1.086 -6.117 0.1 -0.1 0.1
H 7.465 0.630 -3.140 0.0 0.0 -0.1
H 7.497 1.385 -8.811 -0.7 0.0 -0.9
H -0.970 -4.989 -3.253 0.0 0.0 0.0
H -0.383 0.119 4.966 0.0 0.0 0.0
H 8.706 1.666 -0.131 -0.1 0.0 0.0
H -2.631 1.464 4.632 0.0 0.0 0.0
H 5.296 -0.221 0.940 0.0 -0.1 0.0
H -2.903 4.443 -0.354 0.0 0.0 0.0
H -0.117 -4.087 -0.273 0.1 0.0 0.0
H -3.516 1.106 1.071 0.0 0.0 0.0
H -3.681 2.102 -1.088 0.0 0.0 0.0
H 8.838 2.662 -6.530 0.0 0.1 0.0
H -0.204 3.310 -0.566 0.0 0.0 0.0
H 7.830 3.492 -7.748 0.0 0.0 -0.1
H -1.859 3.743 -3.903 0.0 0.0 0.0
H -2.811 1.253 -2.377 0.0 0.0 0.0
H 7.537 2.160 -1.367 0.0 0.0 0.0
H 7.903 -0.358 -1.367 -0.1 0.0 0.1
H 0.383 1.292 1.708 0.3 0.1 0.1
H 1.281 -3.034 -0.709 0.0 0.0 0.0
H -2.854 -1.895 2.863 0.0 0.0 0.0
H -4.107 0.242 3.226 0.0 0.0 0.0
H -0.338 4.006 -3.033 0.0 0.0 0.0
H -0.844 -2.204 1.589 0.0 0.0 -0.1
H -0.712 2.540 1.483 0.0 0.1 0.2
```
Forces are in eV/Å.


Which of these has the lowest F_max? C29H50FN6O4SSr


The highest F_max belongs to which entry? C29H50F8NO14PS6


Which of these has the highest 2S+1? C29H50F3N8O9SV